Entry from the OMol25 dataset: the molecule C3H8N2OS2 (ωB97M-V/def2-TZVPD).

- SMILES string = CCN(S)C(=S)NO
- strongest force on any atom (eV/Å) = 1.50
- HOMO level (Ha) = -0.3138
- molar mass (g mol⁻¹) = 152.2

Bonds (Å) are listed after each position.
Cartesian coordinates (Å):
1 C -2.1247 -0.3848 -0.6928  C2 1.534, H4 1.079, H5 1.081, H6 1.071
2 C -1.2073 0.6547 -0.0360  C1 1.534, H7 1.087, H8 1.075, N12 1.456
3 C 0.8559 -0.3707 0.6419  N12 1.328, N13 1.403, S16 1.660
4 H -1.9244 -0.4347 -1.7521  C1 1.079
5 H -3.1479 -0.0676 -0.5481  C1 1.081
6 H -1.9854 -1.3559 -0.2629  C1 1.071
7 H -1.4482 1.6499 -0.4002  C2 1.087
8 H -1.4076 0.6186 1.0195  C2 1.075
9 H 0.8815 -0.3498 -2.3345  S15 1.361
10 H 2.5992 -1.2472 0.9361  N13 1.019
11 H 2.4909 0.7613 1.9082  O14 0.948
12 N 0.1831 0.3023 -0.2839  C2 1.456, C3 1.328, S15 1.733
13 N 2.2452 -0.4231 0.4533  C3 1.403, H10 1.019, O14 1.402
14 O 2.8393 0.7097 1.0282  H11 0.948, N13 1.402
15 S 0.8662 0.8864 -1.7661  H9 1.361, N12 1.733
16 S 0.2843 -0.9490 2.0893  C3 1.660

And the Mulliken charges, in e, turn out to be: C -1.01; C -0.59; C 0.17; H 0.31; H 0.36; H 0.29; H 0.33; H 0.34; H 0.15; H 0.32; H 0.36; N -0.01; N -0.28; O -0.36; S -0.09; S -0.30

=====

Entry from the OMol25 dataset: a cluster of 2 separate species, C8H6ClN2OP in total (ωB97M-V/def2-TZVPD).

- strongest force on any atom (eV/Å) = 3.22
- HOMO level (Ha) = -0.3253
- molar mass (g mol⁻¹) = 212.6

Bonds (Å) are listed after each position.
Cartesian coordinates (Å):
1 C 1.0528 -1.4067 -0.1442  C2 1.386, C3 1.347, H14 1.081
2 C 0.4427 -1.4498 1.0991  C1 1.386, C4 1.402, H15 1.074
3 C 0.6611 -0.4312 -0.9861  C1 1.347, C6 1.421, H16 1.049
4 C -0.3928 -0.4669 1.6471  C2 1.402, C7 1.427, H17 1.124
5 C -0.3595 1.8283 -1.3022  C6 1.471, N9 1.334, H18 1.192
6 C -0.1673 0.6140 -0.4948  C3 1.421, C5 1.471, C7 1.426
7 C -0.6690 0.6756 0.8386  C4 1.427, C6 1.426, C8 1.445
8 C -1.5347 1.7167 1.3428  C7 1.445, N10 1.363
9 N -1.2318 2.7476 -0.8861  C5 1.334, N10 1.329
10 N -1.7559 2.5960 0.3257  C8 1.363, N9 1.329, H19 1.018
11 O -2.1143 -2.2968 -0.9311  P12 1.458
12 P -2.5210 -0.9032 -1.0711  O11 1.458, Cl13 2.100
13 Cl -3.7801 -0.5307 0.5684  P12 2.100
14 H 1.6613 -2.1897 -0.5756  C1 1.081
15 H 0.7734 -2.3526 1.5775  C2 1.074
16 H 0.7471 -0.4535 -2.0311  C3 1.049
17 H -0.8117 -0.6362 2.6767  C4 1.124
18 H 0.3117 2.0786 -2.2555  C5 1.192
19 H -2.4710 3.2867 0.5462  N10 1.018

And the Mulliken charges, in e, turn out to be: C -0.56; C -0.19; C -0.09; C -0.73; C -0.48; C 0.53; C 0.59; C -0.69; N -0.81; N 0.40; O -0.39; P 0.61; Cl -0.23; H 0.35; H 0.37; H 0.41; H 0.35; H 0.30; H 0.27

=====

Let's list DFT total energy in order: -1100.14656; -1294.67816 Ha.
Let's list relative energy (zero: lowest compared OMol25 entry of this formula, charge and spin) in order: 2.960; 0.000 eV.
Let's list frontier orbital gap in order: 8.84; 8.02 eV.